Run w
17
Properties=species:S:1:pos:R:3:lowdin_charge:R:1 method="wB97M-V/def2-TZVPD" orbital_gap_ev=7.77 charge=0 spin_multiplicity=1 homo_ev=-7.002
C -1.0446 0.5265 0.7581 -0.534
C 0.1089 0.6647 1.4701 -0.095
C 0.3548 -0.6003 -2.2152 -0.080
C 1.7571 -0.1055 0.3617 -0.070
N -1.8808 -0.5743 0.8935 0.119
O -1.5840 1.5968 0.1215 0.051
N 2.7507 -0.0724 0.9995 0.081
H -2.4003 1.3367 -0.3256 0.108
H -0.0788 0.1767 -1.5638 -0.005
H -1.4384 -1.3618 1.3381 0.094
H -2.3645 -0.8456 0.0484 0.090
H 3.5082 0.2365 1.5611 0.067
H 0.5233 1.6453 1.5681 0.074
H 0.3283 -0.0471 2.2473 0.071
H 0.4373 -1.5109 -1.6317 0.008
H 1.3304 -0.3100 -2.5714 0.012
H -0.3074 -0.7555 -3.0598 0.010

Run x
17
Properties=species:S:1:pos:R:3:lowdin_charge:R:1 method="wB97M-V/def2-TZVPD" orbital_gap_ev=7.95 charge=0 smiles="C/C(O)=C(/C)NN" spin_multiplicity=1 homo_ev=-7.161
C -1.5269 1.3834 0.3504 -0.071
C -1.0107 0.2308 -0.4856 -0.383
O -2.1059 -0.5757 -0.8585 -0.019
C 0.2041 -0.4101 -0.1622 -0.338
C 0.4487 -1.7741 0.3856 -0.024
N 1.1887 0.3876 -0.6322 -0.100
N 2.3992 0.4005 0.0952 0.027
H -0.7260 1.9157 0.8652 0.075
H -2.2360 1.0137 1.0988 0.080
H -2.0534 2.0985 -0.2834 0.070
H -1.8143 -1.1869 -1.5421 0.089
H -0.2807 -2.4750 -0.0220 0.076
H 1.4559 -2.1199 0.1535 0.072
H 0.3269 -1.7787 1.4732 0.086
H 0.3341 1.1648 -1.0194 0.201
H 2.3039 0.8152 1.0199 0.082
H 3.0923 0.9103 -0.4365 0.076

Run y
17
Properties=species:S:1:pos:R:3:lowdin_charge:R:1 method="wB97M-V/def2-TZVPD" orbital_gap_ev=7.28 charge=0 spin_multiplicity=1 homo_ev=-7.162
C 1.6510 -0.1367 -0.9246 0.071
C -0.3358 -0.9443 0.3158 -0.125
C -2.3648 0.5340 -0.1897 -0.081
N 0.7467 -1.0599 -0.6833 -0.002
C -0.9445 0.5049 0.3492 -0.516
O 2.1380 0.4829 1.0936 -0.248
N -0.2620 1.4652 0.7618 0.047
H 2.9732 0.7458 1.4951 0.018
H 0.7389 -1.8907 -1.2620 0.147
H 1.0508 1.0710 1.1424 0.064
H 2.3907 -0.3757 -1.6830 0.113
H 1.3203 0.8955 -0.8677 0.089
H -1.0476 -1.7521 0.1355 0.109
H 0.1315 -1.1217 1.2864 0.113
H -2.7322 1.5574 -0.2055 0.065
H -2.4285 0.1043 -1.1954 0.066
H -3.0259 -0.0799 0.4313 0.068

Run z
17
Properties=species:S:1:pos:R:3:lowdin_charge:R:1 method="wB97M-V/def2-TZVPD" orbital_gap_ev=9.58 charge=0 smiles="[H]/N=C/O.C=C(C)N" spin_multiplicity=1 homo_ev=-8.550
H 3.0580 0.9516 1.1826 0.049
N 2.3400 0.3732 0.7635 0.072
C 2.6859 -0.2385 -0.2853 -0.382
O 1.8673 -1.0257 -0.9441 0.015
H 3.6725 -0.1941 -0.7645 0.128
H 0.9811 -1.0389 -0.4754 0.061
C -2.6069 -0.6162 -0.0195 0.025
C -1.3955 -0.0812 0.0783 -0.468
C -1.0284 1.2511 -0.5006 -0.049
N -0.3166 -0.7530 0.6666 0.052
H -3.4017 -0.1161 -0.5394 0.048
H -2.8373 -1.5785 0.4049 0.048
H -0.2540 1.1288 -1.2569 0.078
H -0.6332 1.9049 0.2764 0.082
H -1.8928 1.7246 -0.9552 0.075
H -0.5902 -1.5457 1.2308 0.108
H 0.3516 -0.1462 1.1376 0.058

Name the most stable of them. run z.

Run w
13
Properties=species:S:1:pos:R:3:lowdin_charge:R:1 method="wB97M-V/def2-TZVPD" orbital_gap_ev="8.58 / 8.48" charge=0 spin_multiplicity=1 homo_ev="-9.467 / -9.349"
N -2.6098 1.3139 0.1372 0.132
C -1.8898 0.4105 0.1852 -0.270
C -1.0618 -0.8007 0.2782 -0.202
C 0.3505 -0.5790 0.7629 -0.229
C 0.5021 1.8814 -1.0286 0.212
C 1.3922 -1.2568 0.2928 -0.008
H -1.0541 -1.2925 -0.7001 0.120
H -1.5796 -1.4777 0.9713 0.124
H 0.4754 0.1333 1.5756 0.105
H 1.0010 2.7600 -0.5575 -0.048
H 0.7968 2.0009 -2.0966 -0.052
H 1.2880 -1.9689 -0.5239 0.062
H 2.3890 -1.1245 0.7035 0.056

Run x
13
Properties=species:S:1:pos:R:3:lowdin_charge:R:1 method="wB97M-V/def2-TZVPD" orbital_gap_ev=8.20 charge=0 spin_multiplicity=1 homo_ev=-7.727
C -0.3788 -1.6827 -0.5616 -0.068
C 0.3272 -0.5430 0.1602 -0.437
C 1.3066 0.2702 -0.6354 -0.003
C 0.9313 1.5904 -0.3439 -0.161
C -0.2091 1.6313 0.4696 -0.094
N -0.6239 0.4104 0.7719 0.044
H -1.0050 -2.2662 0.1238 0.071
H -1.0089 -1.3006 -1.3706 0.081
H 0.3728 -2.3444 -0.9979 0.077
H 0.9370 -0.9487 0.9836 0.150
H 1.4266 2.4904 -0.6967 0.071
H -0.7465 2.4961 0.8547 0.123
H -1.4228 0.1920 1.3475 0.146

Run y
13
Properties=species:S:1:pos:R:3:lowdin_charge:R:1 method="wB97M-V/def2-TZVPD" orbital_gap_ev=8.93 charge=0 spin_multiplicity=1 homo_ev=-8.088
C -1.0587 -1.5293 0.7472 -0.050
C -0.2292 -0.4728 0.0739 -0.352
C 0.2891 -0.4416 -1.2330 -0.095
C 1.0136 0.8656 -1.2405 -0.188
C 0.9204 1.4756 -0.0074 -0.125
N 0.1917 0.6259 0.7730 0.063
H -0.5289 -2.0016 1.5880 0.077
H -2.0051 -1.1285 1.1358 0.075
H -1.2948 -2.3110 0.0208 0.077
H -0.1921 0.4779 -1.8959 0.153
H 1.5958 1.2151 -2.0894 0.100
H 1.3240 2.3990 0.3850 0.106
H -0.0258 0.8258 1.7425 0.159

Name the most stable of them. run x.

Run w
13
Properties=species:S:1:pos:R:3:lowdin_charge:R:1 method="wB97M-V/def2-TZVPD" orbital_gap_ev=9.61 charge=0 spin_multiplicity=1 homo_ev=-8.696
C -0.8547 -1.1894 0.4099 -0.042
C 0.1333 -0.1964 -0.2084 -0.666
C 1.2982 0.2351 0.7492 -0.063
N 1.3047 -0.6506 -0.7626 0.116
C -0.5590 0.9433 -0.8556 -0.078
C -1.1496 1.8192 -1.4364 0.121
H -1.4555 -1.6348 -0.3894 0.083
H -1.5352 -0.6981 1.1145 0.084
H -0.2988 -1.9854 0.9141 0.081
H 1.3478 1.3224 0.8014 0.114
H 1.2336 -0.3041 1.6930 0.108
H 2.2665 -0.0858 0.2487 0.114
H -1.6592 2.5975 -1.9616 0.026

Run x
13
Properties=species:S:1:pos:R:3:lowdin_charge:R:1 method="wB97M-V/def2-TZVPD" orbital_gap_ev=9.01 charge=0 smiles=Cc1ccc[nH]1 spin_multiplicity=1 homo_ev=-7.958
C -0.4070 0.0264 -1.8941 -0.041
C -0.1710 -0.0060 -0.4184 -0.335
C -0.9650 -0.4386 0.6203 -0.070
C -0.2174 -0.3027 1.8233 -0.111
C 1.0015 0.2209 1.4868 -0.150
N 1.0233 0.3935 0.1358 0.038
H 0.2689 0.7526 -2.3543 0.071
H -0.2335 -0.9460 -2.3744 0.078
H -1.4339 0.3281 -2.1209 0.078
H -1.9913 -0.7785 0.5380 0.100
H -0.5232 -0.5586 2.8276 0.089
H 1.8641 0.4701 2.0834 0.103
H 1.7846 0.8386 -0.3531 0.150

Run y
13
Properties=species:S:1:pos:R:3:lowdin_charge:R:1 method="wB97M-V/def2-TZVPD" orbital_gap_ev=10.32 charge=0 smiles=C#CCN1CC1 spin_multiplicity=1 homo_ev=-9.171
C -1.0803 -0.5983 -2.3960 0.110
C -1.0820 -0.4930 -1.1966 -0.134
C -1.0757 -0.3900 0.2680 -0.213
N -0.1766 0.6412 0.8098 -0.116
C 1.0868 0.8778 0.1354 -0.155
C 1.0496 0.1781 1.4388 -0.153
H -1.0826 -0.6808 -3.4608 0.026
H -2.0900 -0.1536 0.6085 0.116
H -0.8277 -1.3788 0.6809 0.117
H 1.3845 1.9224 0.0746 0.102
H 1.3110 0.2841 -0.7502 0.098
H 1.3342 0.6858 2.3574 0.099
H 1.2487 -0.8950 1.4302 0.104

Run z
13
Properties=species:S:1:pos:R:3:lowdin_charge:R:1 method="wB97M-V/def2-TZVPD" orbital_gap_ev=10.09 charge=0 smiles="C=CC#N.C=C" spin_multiplicity=1 homo_ev=-9.800
C -2.4803 0.6543 0.3614 0.062
C -1.4496 -0.1539 0.6565 -0.157
C -1.1964 -1.3876 -0.0187 -0.271
N -0.9663 -2.4485 -0.4021 0.167
H -2.5588 1.6468 0.6972 0.050
H -3.1106 0.4509 -0.4754 0.065
H -0.8010 -0.0570 1.4962 0.093
C 1.5571 -1.0676 -0.0026 -0.090
C 1.8800 0.2379 -0.2765 -0.050
H 0.9828 -1.1610 0.8845 0.009
H 1.6175 -1.9364 -0.6422 0.051
H 2.0975 0.7730 0.5813 0.017
H 2.4159 0.3959 -1.2330 0.054

Name the most stable of them. run x.

Run w
13
Properties=species:S:1:pos:R:3:lowdin_charge:R:1 method="wB97M-V/def2-TZVPD" orbital_gap_ev=7.14 charge=0 spin_multiplicity=1 homo_ev=-7.132
C 0.2118 1.4204 0.2256 -0.049
C 1.0590 -0.0071 -0.5051 -0.288
C 0.3666 -1.2323 -0.0477 -0.324
C -0.9619 -0.7450 0.5204 -0.105
C -0.7921 0.5655 -0.2247 -0.064
N 0.4232 -0.7913 -1.4387 -0.001
H 0.3915 2.3484 -0.3044 0.097
H 0.5232 1.3747 1.2660 0.111
H 2.1099 0.3162 -0.4724 0.134
H 0.8754 -2.1256 0.3184 0.122
H -1.0151 -0.5847 1.6054 0.114
H -1.8196 -1.3275 0.1721 0.113
H -1.3879 0.8012 -1.1075 0.142

Run x
13
Properties=species:S:1:pos:R:3:lowdin_charge:R:1 method="wB97M-V/def2-TZVPD" orbital_gap_ev=9.54 charge=0 smiles=Cn1cccc1 spin_multiplicity=1 homo_ev=-8.486
C -1.9696 0.3099 0.0816 0.033
N -0.4580 -0.1458 -0.3538 -0.216
C 0.1930 -1.1311 0.3377 -0.137
C 1.4928 -0.7470 0.4682 -0.095
C 1.6444 0.4983 -0.2307 -0.096
C 0.4316 0.8198 -0.7581 -0.138
H -2.1959 -0.2287 1.0168 0.061
H -1.7888 -0.2079 -0.9275 0.107
H -1.8944 1.3796 0.3568 0.068
H -0.3497 -2.0064 0.6765 0.116
H 2.2496 -1.2810 1.0194 0.089
H 2.5439 1.0897 -0.3114 0.090
H 0.1010 1.6504 -1.3755 0.118

Run y
13
Properties=species:S:1:pos:R:3:lowdin_charge:R:1 method="wB97M-V/def2-TZVPD" orbital_gap_ev=9.06 charge=0 spin_multiplicity=1 homo_ev=-8.230
C -1.7648 0.3833 0.1294 -0.041
N -0.4101 0.1218 -0.3796 -0.241
C 0.2607 -1.0801 0.0903 -0.104
C 1.5415 -0.7401 0.2943 -0.088
C 1.7242 0.6714 -0.0165 -0.196
C 0.5817 1.3368 -0.3444 -0.039
H -1.7150 0.5188 1.2112 0.099
H -2.4302 -0.4529 -0.1099 0.090
H -2.1110 1.3053 -0.3365 0.087
H -0.2690 -2.0177 0.2051 0.109
H 2.3151 -1.4232 0.6328 0.101
H 2.6854 1.1683 0.0266 0.070
H -0.4083 0.2084 -1.4027 0.153

Name the most stable of them. run x.